This record from OMol25 describes a structure of composition C18H36F18O24S12Zn2. The level of theory is ωB97M-V with the def2-TZVPD basis set.

Output
Lowest unoccupied orbital energy (eV): 2.6
Net charge: -2
Electronic energy (eV): -344162.9400

XYZ file:
```
110
Properties=species:S:1:pos:R:3:lowdin_charge:R:1
Zn 3.1139 0.7681 -2.6676 0.660
Zn -1.3109 -0.8632 -3.6620 0.632
C 6.7241 -2.2432 -1.9546 -0.707
F 8.0421 -2.3101 -1.7607 0.126
F 6.4589 -2.7559 -3.1345 0.141
F 6.1537 -2.9728 -1.0571 0.169
S 6.1461 -0.3982 -1.8151 0.590
O 6.4915 0.1448 -0.4769 -0.319
O 6.8734 0.3156 -2.8644 -0.333
O 4.6671 -0.2984 -2.0095 -0.361
C 2.6234 -3.2054 -4.2125 -0.615
F 3.8365 -3.1477 -4.7556 0.160
F 1.9164 -4.3314 -4.4052 0.137
F 2.6971 -3.0859 -2.8809 0.122
S 1.7386 -1.6074 -4.6924 0.660
O 0.3189 -1.7228 -4.3170 -0.319
O 2.4206 -0.5213 -3.9330 -0.329
O 2.0444 -1.4514 -6.1158 -0.281
C -1.5641 -4.8703 -2.0713 -0.657
F -1.1715 -4.5493 -0.8465 0.124
F -0.4650 -4.8697 -2.8536 0.129
F -2.0126 -6.1221 -2.0562 0.137
S -2.8758 -3.6894 -2.6026 0.562
O -3.7744 -3.5667 -1.4451 -0.311
O -2.0968 -2.4483 -2.9353 -0.365
O -3.4104 -4.1689 -3.8372 -0.286
C -0.0483 0.9601 0.3823 -0.584
F 0.9600 1.6829 0.8442 0.161
F -0.7539 0.2987 1.3042 0.097
F -0.8928 1.8377 -0.2358 0.105
S 0.5497 -0.4275 -0.7991 0.682
O 0.6920 -1.6802 -0.0475 -0.288
O -0.4906 -0.4962 -1.8578 -0.339
O 1.8553 0.0712 -1.3531 -0.325
C 4.7373 4.7994 -1.5316 -0.651
F 5.4581 4.4763 -2.5984 0.140
F 5.2795 5.6804 -0.6786 0.123
F 3.6418 5.3634 -2.0160 0.122
S 4.3032 3.1934 -0.5640 0.570
O 3.7396 2.2716 -1.5450 -0.341
O 5.5612 2.6721 0.0102 -0.317
O 3.3873 3.4984 0.5535 -0.335
C -0.2939 3.7205 -4.2043 -0.557
F 0.6801 4.6769 -4.2967 0.111
F -0.7846 3.8226 -2.9279 0.094
F -1.2203 3.9023 -5.1564 0.128
S 0.5376 2.0055 -4.4327 0.650
O 0.9893 2.0445 -5.8196 -0.280
O 1.6381 1.9446 -3.4305 -0.324
O -0.4163 0.8754 -4.2139 -0.347
C -0.0410 3.0875 6.0289 -0.265
S 1.1518 2.8795 4.6480 0.844
O 2.5262 2.6570 5.2543 -0.552
C 0.5761 1.2180 4.0972 -0.261
H -0.9980 3.5227 5.7409 0.029
H 0.5085 3.5414 6.8535 0.047
H -0.3711 2.1211 6.4101 0.034
H -0.4580 1.2136 3.7528 0.029
H 0.4845 0.5574 4.9594 0.053
H 1.1797 1.0134 3.2129 0.052
C -4.1664 -0.4636 3.6924 -0.268
S -4.4289 1.1994 2.9689 0.843
O -3.1978 1.5832 2.1650 -0.563
C -4.3419 2.0527 4.5962 -0.257
H -4.6255 -1.0970 2.9334 0.034
H -4.5281 -0.7893 4.6678 0.062
H -3.1205 -0.7343 3.8374 0.026
H -4.2268 3.1170 4.3912 0.032
H -3.3605 1.8110 5.0043 0.041
H -5.0575 1.6891 5.3336 0.055
C -2.5372 4.9559 0.0676 -0.262
S -1.7834 5.8432 1.4893 0.881
O -2.8064 6.7732 2.1110 -0.608
C -1.7840 4.3736 2.6509 -0.246
H -1.6768 4.3197 -0.1399 0.021
H -2.8723 5.6041 -0.7422 0.053
H -3.2779 4.1860 0.2839 0.045
H -1.1926 4.5174 3.5551 0.016
H -1.3978 3.4696 2.1800 0.031
H -2.7009 4.1664 3.2027 0.027
C -0.1846 -1.9451 3.4211 -0.241
S -1.3743 -3.3443 3.5807 0.833
O -2.3684 -2.9212 4.6047 -0.580
C -2.1272 -3.1656 1.9714 -0.256
H 0.1931 -1.8612 2.4021 0.027
H 0.5844 -2.0107 4.1909 0.059
H -0.6085 -0.9517 3.5681 0.013
H -1.3597 -2.9658 1.2237 0.035
H -2.7361 -2.2616 1.9763 0.039
H -2.8197 -3.9719 1.7295 0.061
C 3.2277 -6.6342 0.3717 -0.282
S 2.7845 -5.7238 1.8791 0.846
O 3.9397 -4.6791 2.0516 -0.586
C 1.4085 -4.7097 1.1824 -0.241
H 4.0126 -7.3798 0.4991 0.045
H 3.6279 -5.9788 -0.4019 0.055
H 2.3422 -7.0446 -0.1138 0.041
H 0.9613 -4.1022 1.9693 0.017
H 0.7801 -5.3796 0.5955 0.037
H 1.8449 -4.0397 0.4417 0.054
C -4.7626 2.1877 -2.9536 -0.200
S -4.3718 0.3213 -3.1649 0.992
O -2.8534 0.1154 -3.1684 -0.566
C -4.8929 -0.1206 -1.4183 -0.209
H -4.5648 2.7742 -3.8508 0.044
H -4.1508 2.5121 -2.1118 0.041
H -5.8005 2.4449 -2.7423 0.049
H -5.9461 -0.3322 -1.2336 0.056
H -4.6113 0.5671 -0.6208 0.046
H -4.3447 -1.0102 -1.1082 0.036
```

=====

This record from OMol25 describes a structure of composition C18H36F3NO8. The level of theory is ωB97M-V with the def2-TZVPD basis set.

Output
Lowest unoccupied orbital energy (eV): 0.2
Electronic energy (eV): -45256.7801

XYZ file:
```
66
Properties=species:S:1:pos:R:3:nbo_charge:R:1
C 1.2429 -1.9712 -1.0520 -0.721
C 1.4598 -0.9342 -2.0774 0.370
N 1.6525 -0.0498 -2.8071 -0.468
H 0.2200 -2.2973 -0.8639 0.253
H 1.6772 -1.5030 -0.1687 0.217
H 1.7401 -2.8618 -1.4364 0.272
C -1.6773 6.7615 -0.7834 -0.254
O -0.2712 6.8628 -0.9458 -0.553
C 0.4397 6.9359 0.3331 -0.105
C 0.8096 5.5498 0.8247 -0.088
O 1.8502 4.8860 0.0737 -0.541
C 1.5819 4.6722 -1.3140 -0.093
C 2.2746 3.4524 -1.8886 -0.095
O 1.7822 2.3126 -1.2327 -0.523
C 2.5630 1.1317 -1.6004 -0.219
H -2.0458 7.5378 -0.1129 0.165
H -1.9935 5.7963 -0.3878 0.162
H -2.1237 6.8437 -1.7744 0.197
H -0.1724 7.5024 1.0349 0.181
H 1.3318 7.4947 0.0502 0.197
H -0.1386 5.0221 0.7223 0.169
H 1.1820 5.5609 1.8491 0.200
H 1.9094 5.6327 -1.7119 0.188
H 0.5271 4.6333 -1.5859 0.188
H 3.3579 3.5335 -1.7985 0.189
H 2.0569 3.3465 -2.9513 0.178
H 2.3978 0.8562 -2.6419 0.265
H 2.2310 0.3387 -0.9303 0.164
H 3.6463 1.1668 -1.4853 0.171
C -0.1309 1.5933 -2.1297 -0.352
O -0.3124 0.3492 -1.4378 -0.590
C -0.5456 0.5177 -0.0091 -0.078
C -0.7392 -0.7843 0.7778 -0.085
O -1.9244 -1.4466 0.5396 -0.551
C -1.8644 -2.8485 0.7051 -0.051
C -3.2313 -3.5854 0.7926 -0.072
O -3.0082 -4.8084 1.3360 -0.550
C -4.2039 -5.5138 1.8179 -0.248
H -0.1591 1.5287 -3.2175 0.182
H 0.8710 2.0025 -1.9994 0.263
H -0.9569 2.2452 -1.8456 0.156
H -1.4292 1.1320 0.1644 0.180
H 0.3164 1.0786 0.3520 0.183
H -0.6588 -0.6067 1.8502 0.160
H 0.0423 -1.4804 0.4731 0.167
H -1.3038 -3.1198 1.5996 0.202
H -1.3204 -3.2102 -0.1674 0.135
H -3.7542 -3.7634 -0.1470 0.159
H -3.8419 -2.9060 1.3873 0.163
H -4.7699 -5.8927 0.9669 0.177
H -4.7611 -4.8319 2.4603 0.176
H -3.8069 -6.3377 2.4110 0.195
C 1.6472 -4.1488 3.4339 -0.629
C 0.7556 -3.2010 2.5972 -0.089
O 0.0936 -3.9466 1.5093 -0.537
C 0.8870 -4.2169 0.3233 0.720
O 2.0737 -4.0038 0.2081 -0.521
C 0.0574 -4.8054 -0.8575 0.895
F -1.1980 -5.0517 -0.4388 -0.299
F -0.0009 -3.9727 -1.9052 -0.304
F 0.5362 -5.9135 -1.3507 -0.286
H 2.1765 -3.5168 4.1470 0.217
H 2.3959 -4.6822 2.8483 0.220
H 1.0580 -4.9315 3.9117 0.216
H 1.3442 -2.3882 2.1717 0.194
H 0.1546 -2.7458 3.3843 0.218
```

=====

This record from OMol25 describes a structure of composition C18H36HgN4S. The level of theory is ωB97M-V with the def2-TZVPD basis set.

Output
⟨S²⟩: 0.754
Lowest unoccupied orbital energy (spin up / spin down) (eV): -1.8 / -4.2
Spin multiplicity: 2
Net charge: +1
Electronic energy (eV): -40213.8964

XYZ file:
```
60
Properties=species:S:1:pos:R:3:mulliken_spin:R:1
Hg 0.3524 0.1475 -0.3250 0.595
C -2.4189 1.6921 1.3053 -0.002
C -2.5191 2.5912 0.0590 0.001
N -1.3445 2.4526 -0.7816 0.041
C -1.5462 2.5878 -2.2103 0.009
C -2.4101 1.4768 -2.8212 -0.001
S -2.0478 -0.2069 -2.2383 0.057
C -3.2846 -0.4651 -0.9233 0.003
C -2.7482 -0.6536 0.5002 0.014
N -1.8639 0.3765 1.0239 0.066
H -3.4197 1.6316 1.7546 -0.001
H -1.7549 2.1740 2.0247 0.005
H -2.6703 3.6225 0.3975 -0.003
H -3.4018 2.3182 -0.5162 0.002
H -0.6110 3.0774 -0.4755 -0.014
H -0.5567 2.5511 -2.6693 -0.005
H -2.0224 3.5390 -2.4932 0.004
H -2.2370 1.4677 -3.8964 0.002
H -3.4747 1.6335 -2.6554 0.001
H -3.8091 -1.3829 -1.1877 -0.001
H -3.9950 0.3553 -0.9881 0.001
H -2.1702 -1.5800 0.5287 -0.010
H -3.6441 -0.7788 1.1277 0.009
H -1.4249 0.0109 1.8583 -0.013
C 2.2782 2.5153 1.4812 -0.024
C 1.6605 3.3470 0.5550 0.041
C 2.0131 3.2785 -0.7865 0.005
C 2.9906 2.3828 -1.2042 0.010
C 3.6272 1.5703 -0.2754 -0.004
C 3.2675 1.6345 1.0649 0.010
H 2.0152 2.5792 2.5293 -0.001
H 0.9278 4.0721 0.8884 0.003
H 1.5540 3.9478 -1.5040 -0.002
H 3.2823 2.3413 -2.2457 -0.009
H 4.4115 0.8960 -0.5945 0.002
H 3.7746 1.0095 1.7895 0.004
C 0.9826 -0.8052 2.8831 0.015
N 0.5017 -1.7357 1.8669 0.066
C -0.5511 -2.5866 2.4105 -0.005
C 1.6186 -2.5297 1.3544 0.032
C 1.2771 -3.3462 0.1109 -0.051
N 1.1804 -2.5105 -1.0737 0.148
C 0.1447 -2.9677 -1.9919 -0.001
C 2.4607 -2.3695 -1.7552 -0.023
H 1.4889 -1.3200 3.7120 0.001
H 0.1465 -0.2403 3.2955 -0.001
H 1.6825 -0.1029 2.4293 -0.008
H -0.1572 -3.3213 3.1279 0.002
H -1.0557 -3.1271 1.6109 0.002
H -1.2925 -1.9765 2.9255 0.001
H 1.9840 -3.2262 2.1259 0.004
H 2.4311 -1.8383 1.1158 0.011
H 0.3315 -3.8656 0.2590 0.003
H 2.0514 -4.1146 -0.0105 -0.004
H 0.3477 -3.9814 -2.3636 0.005
H 0.0826 -2.2931 -2.8445 0.002
H -0.8212 -2.9659 -1.4861 -0.001
H 2.8176 -3.3351 -2.1394 0.001
H 3.2097 -1.9757 -1.0685 -0.002
H 2.3588 -1.6776 -2.5906 0.009
```